# 1
ORCA calculation (ωB97M-V/def2-TZVPD) on a molecular structure, C30H32CaF10N3Sb.

Element x y z (Å)
C: -2.4117 1.5333 5.5615
H: -4.8723 -3.6735 -0.3848
F: -3.5040 3.5805 0.7725
H: 2.5308 -1.4060 2.2737
H: -4.9239 -3.1162 1.2863
C: -1.0894 1.8329 5.8109
H: 1.2298 -7.6121 0.2489
N: 0.4682 1.5632 -0.7247
F: 1.1667 1.9053 5.2602
H: 4.2520 -1.0070 -0.0549
C: 3.1656 -1.1481 -0.1747
C: 1.5620 -5.4681 0.4428
N: 0.5361 0.4029 2.7622
Sb: -4.4884 -0.9893 -0.3500
C: -1.4636 2.6740 0.0360
C: 2.7256 1.1832 0.1319
H: 2.9044 -2.1593 0.1262
H: 2.3122 1.5563 2.9392
C: -0.4370 -4.0327 0.1389
F: 0.2337 6.3564 0.0664
C: 1.9609 0.5168 3.0069
C: 2.7479 -0.3595 2.0401
H: -1.2149 -7.3611 0.6907
C: -0.3204 0.8007 3.7056
C: -0.1009 2.7164 -0.3810
H: 1.5567 -3.3817 0.9132
C: -1.6686 5.0235 0.4142
H: 2.6287 -5.5799 0.6428
C: 0.2826 -2.8074 -2.0793
C: -5.2641 -2.9002 0.2734
N: 2.4219 -0.1695 0.6186
C: -1.9674 -3.9203 -1.9961
H: -5.7221 0.0394 1.8594
C: -2.7091 0.8746 4.3767
H: 1.1749 -2.6034 -1.4802
F: -3.9838 0.5664 4.0896
C: -0.6161 -6.4743 0.4804
H: -5.7022 0.0629 -2.5700
C: -1.7055 0.5388 3.5078
F: 1.7180 4.3069 -0.6103
H: 3.8261 -0.1971 2.2113
C: 0.4127 4.0418 -0.3224
C: -1.0718 -2.6518 0.1287
C: -5.7159 -0.9419 -2.1448
C: -1.2040 -5.2432 0.5635
F: -0.7686 2.4927 6.9408
C: -5.9442 0.1358 0.7945
C: -0.3438 5.1385 0.0505
H: 3.8016 1.2708 -0.0972
F: -2.0508 -0.0980 2.3600
H: -5.3128 -1.6373 -2.8818
H: 2.2400 0.1714 4.0099
H: -5.8769 1.1911 0.5276
H: -6.7466 -1.2191 -1.9179
H: 1.9924 0.7284 -1.8389
H: -1.6226 -4.6130 -2.7742
H: 2.9211 -1.0467 -1.2310
C: -0.0839 1.4915 4.9225
C: -0.8126 -3.3624 -1.1997
C: 0.9961 -4.2238 0.5178
H: -6.9557 -0.2248 0.6015
H: -2.6446 -4.4756 -1.3456
F: -3.3859 1.8698 6.4368
H: -6.3548 -2.9006 0.2419
F: -2.3963 6.1056 0.7726
H: 2.4916 1.9095 0.9100
C: -2.2225 3.7517 0.4108
C: 1.8695 1.5188 -1.0913
H: 0.5776 -3.5199 -2.8593
Ca: -0.1730 -0.4220 0.5975
H: 2.2425 2.4368 -1.5489
H: -2.1281 -2.7768 0.4086
H: -2.2337 -5.1388 0.9004
H: -0.0350 -1.8737 -2.5691
H: -2.5345 -3.1162 -2.4917
F: -2.0439 1.4451 0.0831
C: 0.7748 -6.6271 0.2379

Forces on atoms 1 to 3 (eV/Å):
-0.04 0.00 0.03
0.03 -0.03 -0.02
0.02 0.02 0.00

Computed properties:
* F_max: 0.24 eV/A
* HOMO-LUMO gap: 3.51 eV
* HOMO level: 0.02796 hartree
* total charge: -2
* DFT total energy: -3243.02634 Eh

Mulliken analysis output, partial charges in e:
1. C 0.609
2. H 0.372
3. F -0.302
4. H 0.432
5. H 0.379
6. C -0.124
7. H 0.198
8. N -0.699
9. F -0.356
10. H 0.361
11. C -1.532
12. C 0.329
13. N 0.176
14. Sb 0.595
15. C 0.346
16. C -0.563
17. H 0.323
18. H 0.394
19. C 1.531
20. F -0.340
21. C -0.999
22. C -1.285
23. H 0.379
24. C -0.417
25. C -0.085
26. H -0.099
27. C 0.576
28. H 0.379
29. C -1.607
30. C -1.401
31. N 1.402
32. C -1.489
33. H 0.311
34. C -0.354
35. H 0.032
36. F -0.296
37. C 0.319
38. H 0.362
39. C 0.134
40. F -0.382
41. H 0.320
42. C 0.705
43. C -1.052
44. C -1.409
45. C -1.447
46. F -0.337
47. C -1.318
48. C -0.047
49. H 0.342
50. F -0.019
51. H 0.396
52. H 0.573
53. H 0.346
54. H 0.368
55. H 0.466
56. H 0.354
57. H 0.329
58. C 0.695
59. C 1.329
60. C -1.004
61. H 0.441
62. H 0.255
63. F -0.359
64. H 0.495
65. F -0.366
66. H 0.197
67. C -0.198
68. C -1.447
69. H 0.474
70. Ca 1.531
71. H 0.464
72. H -0.244
73. H 0.278
74. H 0.204
75. H 0.227
76. F 0.168
77. C -1.318

# 2
ORCA calculation (ωB97M-V/def2-TZVPD) on a molecular structure, C30H32Cl2F41NbO9P in a non-equilibrium geometry.

Element x y z (Å)
C: 5.4762 -2.4181 2.6196
P: -6.0193 3.9482 0.0886
H: -1.9496 7.0479 -4.2818
O: -7.1889 4.6207 0.9121
C: -1.0265 -1.9384 0.9832
F: -2.5797 -5.2869 8.8919
F: -2.5224 -7.4608 5.8208
F: 6.4983 -4.1232 1.3878
F: -4.2963 -4.5021 9.9779
H: -2.4159 7.6685 -1.5696
H: -0.5072 -2.7778 1.4519
C: -2.4680 6.2939 -3.5158
C: 4.0217 -2.4204 -5.8968
H: -1.5997 5.5974 -3.1130
H: -4.0647 1.5785 -3.6705
O: -0.6740 -0.3097 -4.3990
H: -3.6331 -3.6229 5.3386
C: 7.8869 -2.4287 -5.0308
O: -0.7022 -0.4057 2.8914
F: -1.1407 0.8952 -0.1787
F: 7.0353 -1.8637 -5.9152
H: -5.3458 6.5317 2.0169
C: -1.5473 -1.1661 -6.5436
H: -0.5683 1.0464 -2.9273
F: 7.3400 -0.6966 1.0107
C: -2.0809 -5.1275 5.7521
C: 6.2112 -2.7854 1.3262
C: -2.9078 5.5706 0.5631
H: 8.2424 -2.2426 1.8799
C: -3.1200 -6.2394 5.8563
F: 1.2607 0.6444 1.3780
C: 7.1719 -3.3036 -4.0060
F: -4.1240 8.1038 -2.9291
F: 8.0798 -2.4102 -0.0922
F: -1.1150 -5.2631 6.7003
F: -1.8348 2.9241 -3.4768
C: 7.5172 -2.0342 1.0878
H: 4.9690 -3.3304 2.9578
H: 6.1519 -3.0740 -2.1596
F: 4.1161 0.5109 3.4913
C: -1.3567 0.6368 -3.5712
F: -3.8145 -6.1939 7.0148
O: -2.6071 -3.0558 7.0844
H: 3.1534 -3.0739 -5.7826
F: -2.4658 -1.7605 2.8539
C: -1.5027 -1.2928 -5.0164
H: -6.1114 2.7888 -1.9000
H: -2.0483 0.1454 -2.8738
F: -4.2279 -2.1814 8.3315
H: -1.9925 -3.0870 5.1772
F: 6.1302 -0.0244 2.8997
H: -2.5598 -3.5324 9.8244
C: 6.1394 -2.5768 -3.1377
C: 4.5762 0.6178 1.1719
F: -0.1277 -1.2705 0.2142
F: 0.3962 2.3686 -0.5878
F: 5.0660 1.8864 1.1878
C: -3.2014 7.1227 -2.2696
F: 3.7407 -1.4989 -6.8566
F: -0.9684 -2.4971 -4.6739
H: 3.5066 0.6647 0.9534
C: 0.2771 1.5474 1.6383
F: -1.4369 -5.2620 4.5508
H: -3.8296 -6.1954 5.0249
O: -6.8123 3.0124 -1.1958
F: 5.3603 -2.6437 0.2744
H: -5.0716 4.7772 2.8383
F: -2.7299 -1.2572 -4.4447
F: -3.9501 2.7817 -5.2462
F: -1.9656 -2.4358 0.1346
C: -3.1139 5.6870 2.0427
C: -0.4707 1.9346 0.3665
H: 6.1643 -2.1709 3.4390
O: 4.7753 -2.6708 -3.5591
H: -5.6072 1.9170 0.8999
F: -4.6479 -4.0198 7.2653
F: 5.0480 -3.1720 -6.3733
F: -2.4572 -0.0683 1.5012
F: -3.7479 0.6280 -5.3899
H: 6.4287 -1.5403 -2.9186
H: -0.5609 -1.3370 -6.9815
F: 5.3421 -0.7979 -4.6983
C: -1.9952 1.8317 -4.2872
H: -1.1820 2.7434 0.5579
Cl: -1.6495 5.6244 3.1833
H: -1.5901 1.4984 2.8024
C: -2.6440 -3.7035 5.8091
F: -1.2854 2.1071 -5.4144
H: -4.5012 6.3200 3.7586
C: -3.2319 -4.1394 9.2130
F: 8.7617 -3.1666 -5.7660
F: 0.9184 2.6628 2.1079
H: -5.7812 5.8442 -2.3471
O: 4.4228 -1.4570 2.5012
C: -1.6624 -1.0248 2.0375
O: -3.6641 4.0709 -2.1658
C: -3.4829 1.6852 -4.5908
H: -3.2559 5.6883 -4.1754
O: -5.1273 2.7956 1.0918
C: 4.3814 -1.7437 -4.5689
C: -4.6234 5.8689 2.6601
H: 8.4565 -1.6333 -4.5415
F: -1.9683 0.0648 -6.9348
Cl: -1.1142 5.3079 0.0258
C: 4.8362 -0.0920 2.5059
F: 5.1848 -0.0171 0.1366
F: 6.5805 -4.3759 -4.5982
H: -5.3529 7.0645 -0.1721
C: -3.6840 -3.3739 7.9639
H: -0.1233 1.3293 3.7105
F: 8.1168 -3.8253 -3.1629
H: -2.7475 3.8542 -1.8107
F: 3.2892 -1.0984 -4.0751
C: -0.6034 1.0169 2.7747
F: -2.4168 -2.0608 -7.0848
Nb: -4.5271 5.6820 -1.0349

Forces on atoms 1 to 3 (eV/Å):
-0.66 -0.46 0.90
-4.28 -0.64 2.14
-1.06 -1.33 1.75

Computed properties:
* F_max: 5.58 eV/A
* HOMO-LUMO gap: 6.24 eV
* HOMO level: -0.20890 hartree
* total charge: -1
* DFT total energy: -7252.56783 Eh

Results of the Mulliken charge analysis, in e, for atoms 1 through 99:
1. C -0.815
2. P 0.695
3. H 0.361
4. O -0.658
5. C 0.265
6. F -0.209
7. F -0.283
8. F -0.362
9. F -0.260
10. H 0.196
11. H 0.230
12. C -0.462
13. C 0.230
14. H 0.030
15. H 0.156
16. O -0.384
17. H 0.371
18. C 0.081
19. O -0.366
20. F -0.258
21. F -0.212
22. H 0.238
23. C 0.226
24. H 0.377
25. F -0.201
26. C 0.893
27. C 1.005
28. C 0.267
29. H 0.267
30. C 0.080
31. F -0.294
32. C 0.863
33. F -0.358
34. F -0.250
35. F -0.288
36. F -0.159
37. C 0.057
38. H 0.382
39. H 0.116
40. F -0.273
41. C -0.860
42. F -0.211
43. O -0.403
44. H 0.227
45. F -0.298
46. C 0.725
47. H 0.320
48. H 0.333
49. F -0.290
50. H 0.300
51. F -0.292
52. H 0.234
53. C -0.330
54. C 0.907
55. F -0.196
56. F -0.289
57. F -0.280
58. C 0.030
59. F -0.264
60. F -0.283
61. H -0.349
62. C 1.091
63. F -0.322
64. H 0.288
65. O -0.595
66. F -0.183
67. H 0.189
68. F -0.278
69. F -0.269
70. F -0.277
71. C 0.393
72. C 0.326
73. H 0.321
74. O -0.403
75. H 0.272
76. F -0.274
77. F -0.232
78. F -0.214
79. F -0.259
80. H 0.360
81. H 0.230
82. F -0.283
83. C 0.860
84. H -0.160
85. Cl -0.218
86. H 0.409
87. C -0.593
88. F -0.315
89. H 0.306
90. C 0.213
91. F -0.289
92. F -0.334
93. H 0.086
94. O -0.323
95. C 0.678
96. O -0.401
97. C 0.287
98. H 0.116
99. O -0.430

# 3
ORCA calculation (ωB97M-V/def2-TZVPD) on a molecular structure, C30H32ClF9N2O4PPdS in a non-equilibrium geometry.

Element x y z (Å)
H: 1.9013 2.2866 -3.5808
C: -2.1784 -0.8006 -4.2199
C: -1.2789 0.5058 -6.5230
O: -0.5126 -0.4385 1.8644
H: -3.6791 -1.6737 -5.4783
F: 5.8320 -1.8083 -3.5823
H: 4.3080 1.8152 -3.8805
C: -0.2226 6.1822 2.2230
F: -3.9856 0.5943 -7.9390
C: -0.9933 7.2810 -3.3767
C: 0.2544 6.5099 -2.9182
H: -1.8082 4.8611 -4.5642
C: 3.6487 1.0539 -3.4887
F: -3.3901 5.7311 0.2973
C: -0.9144 2.3752 0.3344
C: -0.2765 8.5564 1.2368
C: -2.3796 -0.3428 -6.5594
C: -2.1836 2.9597 0.4307
H: -0.7293 8.3371 -3.3339
F: 6.3574 -0.0545 -2.4439
H: 0.7622 7.0679 -2.1328
H: -0.0759 6.5547 -0.3071
F: -4.9251 4.8518 -0.9270
P: -0.3245 0.5369 -2.5928
H: -3.6171 3.9934 -2.4972
Pd: -0.6640 0.0364 -0.3399
O: 1.3257 -0.0076 0.5745
H: -0.2202 9.5856 1.5988
C: 2.3012 1.3183 -3.3187
H: 1.5940 5.4632 1.2986
C: -0.6205 2.3204 -2.4269
H: -1.3173 8.3253 1.0248
H: -0.2244 4.4602 -3.1350
H: 1.3165 -1.6961 -2.0835
H: 0.2420 1.3431 -5.2771
C: 0.5143 5.2824 1.2210
F: -3.8591 -1.5615 -7.9506
C: -2.7887 3.5550 -1.9557
F: -2.3336 -0.3821 -8.9219
C: -1.1083 0.0858 -4.1712
H: -0.9285 0.9880 -7.4227
N: -0.0082 5.1593 -2.4279
C: 0.3090 7.6164 2.2648
N: 0.1057 5.5593 -0.1499
C: -3.1445 -0.4540 -7.8751
C: -2.3320 5.7499 -4.9200
H: -2.6384 5.5938 -5.9505
F: -4.5848 4.1039 1.0643
C: -0.6296 0.7089 -5.3222
C: 1.9759 -0.9284 -2.4766
H: -0.5972 6.9201 -5.4824
H: -2.2460 2.5829 -3.7256
H: -1.2929 6.1883 2.0078
H: -0.0912 5.7247 3.2048
C: -2.9008 3.6336 -0.5513
S: 0.2237 2.8985 -0.9355
C: -1.4558 6.9787 -4.8023
H: -3.2376 5.8653 -4.3227
H: 0.0430 8.0110 3.2556
C: 3.3243 -1.1950 -2.6433
C: 1.4656 0.3213 -2.8278
C: -1.9131 2.8106 -2.7176
H: -2.0276 7.8395 -5.1735
H: 3.7275 -2.1615 -2.3764
C: 4.1398 -0.2102 -3.1845
C: -3.9997 4.5530 -0.0299
H: 1.4037 7.6412 2.2504
H: -1.8138 7.1076 -2.6785
H: -2.5073 -1.3245 -3.3334
C: 5.6153 -0.5099 -3.4581
O: 1.4494 -1.6904 2.2162
H: 0.3364 4.2320 1.4509
H: 0.2981 8.5650 0.3081
H: -0.3973 2.1292 1.2634
H: 0.9488 6.4252 -3.7573
Cl: 0.6330 -1.0962 1.3046
C: -2.8309 -1.0055 -5.4274
H: -2.6516 2.8774 1.4086
O: 0.1574 -1.9665 0.2634
F: 6.0275 0.0956 -4.5679
C: 0.0218 4.7577 -1.1786

Forces on atoms 1 to 3 (eV/Å):
0.00 0.22 -0.09
-0.17 0.11 0.05
0.03 -0.17 0.24

Computed properties:
* F_max: 3.34 eV/A
* HOMO-LUMO gap (spin up / spin down): 5.40 / 5.27 eV
* HOMO level (spin up / spin down): -0.65107 / -0.65164 hartree
* total charge: +3
* DFT total energy: -3797.82603 Eh

Mulliken analysis output, partial charges in e:
1. H 0.431
2. C -0.278
3. C -0.971
4. O -0.563
5. H 0.508
6. F -0.243
7. H 0.484
8. C -0.838
9. F -0.239
10. C -0.245
11. C -1.209
12. H -0.272
13. C -1.138
14. F -0.174
15. C -2.177
16. C -1.122
17. C 0.046
18. C 0.252
19. H 0.384
20. F -0.230
21. H 0.618
22. H -0.026
23. F -0.242
24. P 1.517
25. H 0.834
26. Pd -0.674
27. O -0.471
28. H 0.407
29. C 0.079
30. H 0.337
31. C -0.611
32. H 0.291
33. H 0.128
34. H 0.383
35. H 0.470
36. C -0.017
37. F -0.240
38. C 0.334
39. F -0.240
40. C 0.334
41. H 0.531
42. N 0.183
43. C -0.469
44. N 0.265
45. C 0.901
46. C -0.432
47. H 0.459
48. F -0.242
49. C -0.411
50. C -0.702
51. H 0.342
52. H 0.607
53. H 0.147
54. H 0.460
55. C 0.371
56. S 0.400
57. C -0.838
58. H 0.256
59. H 0.382
60. C -1.040
61. C 1.392
62. C -1.427
63. H 0.356
64. H 0.513
65. C 0.096
66. C 0.516
67. H 0.291
68. H 0.182
69. H 0.490
70. C 0.750
71. O -0.497
72. H 0.036
73. H 0.317
74. H 1.371
75. H 0.451
76. Cl 2.004
77. C -0.948
78. H 0.660
79. O -0.584
80. F -0.243
81. C 0.487

# 4
ORCA calculation (ωB97M-V/def2-TZVPD) on a molecular structure, C30H32F3N3O6S2SbV in a non-equilibrium geometry.

Element x y z (Å)
C: -3.9260 -1.3559 -3.1194
H: -2.9447 1.9587 -3.2380
C: 3.8806 2.0240 -1.8399
H: 1.0540 -4.8084 2.0166
V: -0.4058 -0.9502 -0.8518
Sb: 1.4978 0.8125 -0.2702
H: 5.2258 -1.3289 -3.2196
C: -0.6598 -1.8929 3.8224
H: -5.9686 -0.6971 -2.9290
H: -5.5409 -1.9905 -1.8336
C: 1.2238 5.5169 0.9652
H: -1.0020 0.9915 -2.6453
C: 1.3819 2.8605 0.2247
H: -4.1302 0.3397 -4.3730
C: -3.0385 1.0189 -2.6892
F: 6.6059 0.7583 -3.8247
H: -4.0638 -0.0310 0.7677
H: -1.1668 -1.0823 4.3286
C: -0.0077 -2.9819 1.7575
C: 5.0301 2.0015 -2.6181
C: 3.4642 -1.0365 3.7969
C: 2.3498 4.7958 1.3109
H: -0.5449 3.1990 -0.6837
H: -0.0504 -2.8384 5.6415
C: 0.1810 4.9646 0.2497
C: 3.2134 -1.0763 1.4338
C: 4.8350 -0.4018 -2.8222
F: 3.9346 -1.5983 4.9236
C: 2.4422 0.0821 1.4917
C: 0.2712 3.6289 -0.1149
C: 2.4212 3.4627 0.9360
C: 3.6824 -0.3638 -2.0502
C: 2.2063 0.6768 2.7300
H: -4.7523 -1.4589 0.3312
C: -4.9312 -0.0190 -1.1954
N: -1.7573 0.7753 -1.9976
H: -2.1230 -2.3014 -2.7781
H: -0.6717 5.5761 -0.0128
H: 5.5690 2.9066 -2.8649
C: 5.4881 0.7858 -3.0829
H: 1.0239 -4.7424 4.4737
N: -4.2249 -0.6626 -0.0266
H: -1.6503 1.4351 -1.2310
C: 2.7250 0.1256 3.8928
H: 2.5579 0.5790 4.8610
C: -0.6603 -1.9128 2.4317
H: -3.2873 -1.0122 -0.2874
O: 1.0711 -2.1709 -0.5393
C: 3.7333 -1.6453 2.5886
O: -1.8674 -0.7630 0.3700
H: 4.3387 -2.5415 2.5581
H: -4.2351 -1.9756 -3.9673
H: -2.4888 -0.2696 -4.3260
H: 3.4269 -1.5533 0.4863
C: -3.3650 -0.0640 -3.7044
S: -1.5592 -0.4824 1.8208
F: 1.1412 6.8024 1.3350
O: -0.6845 0.6586 1.9195
H: -3.8638 1.8396 -0.8547
H: -3.3355 -2.9162 -1.9144
H: -5.8955 0.3096 -0.8114
C: -0.0458 -2.8900 4.5609
C: 0.5594 -3.9437 3.9111
H: 3.3026 2.8912 1.2032
C: -4.1927 1.2236 -1.6990
H: 3.1489 5.2774 1.8586
C: 3.2041 0.8442 -1.5354
H: 1.5974 1.5690 2.8042
H: 3.1560 -1.2933 -1.8619
C: -5.1684 -1.0634 -2.2825
O: -1.1082 -3.0754 -0.6617
S: 0.1976 -3.2945 -0.0110
H: 3.5183 2.9758 -1.4731
C: 0.5750 -3.9859 2.5260
O: 0.7944 -4.5748 -0.1565
H: -4.9522 1.8141 -2.2156
O: -2.8068 -0.3960 2.5382
N: -2.9526 -2.0395 -2.2544

Forces on atoms 1 to 3 (eV/Å):
-0.03 -0.19 0.09
-0.04 0.06 -0.02
0.01 -0.06 0.00

Computed properties:
* F_max: 2.62 eV/A
* 2S+1: 4
* HOMO-LUMO gap (spin up / spin down): 8.64 / 8.56 eV
* HOMO level (spin up / spin down): -0.41076 / -0.41215 hartree
* total charge: +1
* DFT total energy: -4058.16226 Eh

Mulliken analysis output, partial charges in e:
1. C 0.036
2. H 0.478
3. C -0.495
4. H 0.587
5. V 0.227
6. Sb 1.926
7. H 0.487
8. C -1.121
9. H 0.457
10. H 0.448
11. C 0.232
12. H 0.345
13. C 0.220
14. H 0.478
15. C 0.197
16. F -0.322
17. H 0.495
18. H 0.512
19. C 0.310
20. C -0.687
21. C 0.333
22. C -0.832
23. H 0.318
24. H 0.445
25. C -0.647
26. C -0.601
27. C -0.810
28. F -0.374
29. C 0.531
30. C -0.719
31. C -0.306
32. C -0.446
33. C -0.196
34. H 0.377
35. C 0.297
36. N -0.363
37. H 0.312
38. H 0.479
39. H 0.470
40. C 0.230
41. H 0.428
42. N 0.241
43. H -0.433
44. C -0.779
45. H 0.480
46. C 0.332
47. H -0.369
48. O -0.611
49. C -0.749
50. O 0.343
51. H 0.506
52. H 0.361
53. H 0.443
54. H 0.218
55. C -1.503
56. S 1.282
57. F -0.333
58. O -0.526
59. H 0.507
60. H 0.214
61. H 0.301
62. C -0.697
63. C -0.696
64. H 0.643
65. C -1.523
66. H 0.466
67. C 0.463
68. H 0.400
69. H 0.342
70. C -1.332
71. O -0.690
72. S 1.679
73. H 0.398
74. C -0.622
75. O -0.710
76. H 0.538
77. O -0.879
78. N -0.441